Record 1
This record from OMol25 describes a cluster of 2 separate species, C6H9N in total. The level of theory is ωB97M-V with the def2-TZVPD basis set.

Atoms and positions in Å:
1 C 0.3724 -1.4270 -1.4711
2 C 0.1051 -0.0473 -1.4918
3 C -1.2558 0.3468 -1.2387
4 C -1.2885 0.5807 0.1041
5 C 0.0457 0.3590 0.6153
6 C 0.4898 0.7913 1.9841
7 N 0.8881 0.5945 -0.5169
8 H 0.0886 -1.1862 0.1074
9 H -0.3125 -2.1228 -1.9534
10 H 1.4031 -1.7820 -1.4076
11 H -2.0942 0.1716 -1.9017
12 H -2.1618 0.7285 0.7305
13 H 0.5967 1.8807 2.0554
14 H -0.2501 0.4747 2.7249
15 H 1.4490 0.3375 2.2519
16 H 1.8033 0.1689 -0.4158

Computed properties:
- charge = 0
- energy relative to the best compared isomer or geometry (same formula, charge and spin) (kcal/mol) = 93.1
- maximum force (eV/Å) = 0.4
- HOMO-LUMO gap (eV) = 9.35
- lowest unoccupied orbital energy (eV) = 1.0
- HOMO level (eV) = -8.371

---

Record 2
This record from OMol25 describes a structure of composition C38H40F9N9O5S2W. The level of theory is ωB97M-V with the def2-TZVPD basis set.

Atoms and positions in Å:
1 W -0.2147 -0.5354 -0.8125
2 C -3.4458 -5.5391 -0.4929
3 C -2.3723 -5.0001 0.2023
4 C -1.8737 -3.7529 -0.1262
5 C -2.4711 -2.9979 -1.1463
6 C -3.5339 -3.5752 -1.8671
7 C -4.0095 -4.8264 -1.5420
8 N -2.0240 -1.7115 -1.4404
9 N -2.7971 -1.1397 -2.3635
10 C -2.4462 0.0480 -2.8160
11 C -3.2850 0.7128 -3.7465
12 C -2.9558 1.9716 -4.1617
13 C -1.8045 2.5821 -3.6385
14 C -1.0263 1.8866 -2.7456
15 N -1.2935 0.6312 -2.3414
16 H -3.8359 -6.5095 -0.2260
17 H -1.9216 -5.5477 1.0155
18 H -1.0364 -3.3532 0.4231
19 H -3.9697 -3.0196 -2.6791
20 H -4.8286 -5.2489 -2.1044
21 H -4.1653 0.1958 -4.0934
22 H -3.5760 2.4925 -4.8721
23 H -1.5335 3.5814 -3.9300
24 H -0.1394 2.3384 -2.3151
25 C 3.2767 2.5285 4.0518
26 C 2.3271 1.4010 3.8205
27 C 2.7421 0.0740 3.8865
28 C 1.9130 -0.9486 3.4628
29 C 0.6513 -0.6456 2.9873
30 C 0.1772 0.6518 3.0251
31 C 1.0140 1.6684 3.4471
32 S -0.2270 -1.8542 2.0260
33 O 0.7597 -2.2940 1.0052
34 O -0.7766 -2.8969 2.8260
35 O -1.2365 -1.0867 1.2062
36 H 4.1752 2.1976 4.5625
37 H 2.8162 3.3351 4.6170
38 H 3.5713 2.9392 3.0849
39 H 3.7379 -0.1540 4.2268
40 H 2.2467 -1.9716 3.4629
41 H -0.8365 0.8455 2.7105
42 H 0.6780 2.6917 3.4307
43 C 1.5419 -5.7867 0.6216
44 C 1.5805 -6.4528 -0.7524
45 C 0.1890 -6.8990 -1.1901
46 C 2.2321 -5.5375 -1.8125
47 N 1.5036 -4.3117 -1.9535
48 C 1.6798 -3.1548 -1.3058
49 N 0.6986 -2.3299 -1.6783
50 N -0.0352 -3.0309 -2.5694
51 N 0.4351 -4.1867 -2.7251
52 H 1.1632 -6.4940 1.3541
53 H 0.8945 -4.9125 0.6404
54 H 2.5365 -5.4822 0.9379
55 H 2.2192 -7.3388 -0.6854
56 H -0.4838 -6.0529 -1.3102
57 H -0.2324 -7.5632 -0.4404
58 H 0.2318 -7.4376 -2.1329
59 H 2.2301 -6.0349 -2.7852
60 H 3.2551 -5.2925 -1.5199
61 H 2.4702 -2.9326 -0.6179
62 S 2.9685 0.2839 0.7128
63 C 1.5379 -0.0335 0.2015
64 F 3.5278 -0.9922 -2.0055
65 C 3.5966 0.0536 -2.8490
66 F 4.3450 -0.3290 -3.8793
67 F 4.2357 1.0283 -2.2181
68 C 2.1462 0.4726 -3.2474
69 O 1.3552 0.5198 -2.1603
70 C 2.2243 1.8926 -3.9055
71 F 2.2238 2.8210 -2.9540
72 F 1.1679 2.1338 -4.6876
73 F 3.3134 2.0576 -4.6485
74 C 1.6033 -0.5697 -4.2765
75 F 0.2920 -0.7555 -4.0108
76 F 2.1811 -1.7675 -4.1252
77 F 1.7150 -0.2277 -5.5476
78 C -2.3775 5.7075 3.9304
79 C -1.2870 4.6639 3.7081
80 N -0.2600 5.0934 2.7806
81 C 0.6535 6.1326 3.2414
82 C 0.2720 7.5011 2.6915
83 C 0.0016 4.5580 1.5696
84 O 0.9712 4.8704 0.9046
85 C -0.9317 3.4845 1.0595
86 C -2.3236 3.6044 1.0155
87 C -3.0587 2.5089 0.5801
88 C -2.4079 1.3638 0.1768
89 N -1.0540 1.2649 0.1100
90 C -0.3546 2.3345 0.5461
91 H -3.1822 5.2650 4.5072
92 H -2.7797 6.0658 2.9879
93 H -1.9947 6.5542 4.4896
94 H -1.7279 3.7309 3.3557
95 H -0.8066 4.4542 4.6701
96 H 1.6577 5.8737 2.8926
97 H 0.6390 6.1366 4.3327
98 H 0.3360 7.4959 1.6069
99 H 0.9544 8.2513 3.0790
100 H -0.7403 7.7656 2.9822
101 H -2.8216 4.5109 1.3132
102 H -4.1356 2.5442 0.5703
103 H -2.9669 0.4710 -0.0912
104 H 0.7280 2.2700 0.4939

Computed properties:
- spin multiplicity = 2
- charge = +1
- maximum force (eV/Å) = 4.0
- HOMO-LUMO gap (alpha / beta) (eV) = 6.23 / 5.55
- lowest unoccupied orbital energy (alpha / beta) (eV) = -4.5 / -4.7
- HOMO level (alpha / beta) (eV) = -10.754 / -10.252

---

Record 3
This record from OMol25 describes the molecule C5H5N3. The level of theory is ωB97M-V with the def2-TZVPD basis set.

Atoms and positions in Å:
1 C -2.3844 -0.1515 0.0883
2 N -1.8292 -1.3369 -0.0481
3 C -0.4305 -1.0532 -0.2253
4 N 0.7007 -1.6108 0.1997
5 C 1.6814 -0.4676 -0.1357
6 C 0.8657 0.9527 0.1051
7 C -0.3615 0.4954 -0.0901
8 N -1.6321 0.9356 -0.1298
9 H -3.4184 -0.1796 0.2345
10 H 1.9588 -0.4636 -1.2129
11 H 2.6588 -0.5891 0.5614
12 H 1.3329 2.0102 -0.4974
13 H 0.8580 1.4584 1.1502

Computed properties:
- charge = 0
- energy relative to the best compared isomer or geometry (same formula, charge and spin) (kcal/mol) = 79.5
- maximum force (eV/Å) = 10.0
- HOMO-LUMO gap (eV) = 8.33
- structure (SMILES) = C1=NC2=NCCC2=N1
- lowest unoccupied orbital energy (eV) = -1.4
- HOMO level (eV) = -9.765

---

Record 4
This record from OMol25 describes a structure of composition C21H18N4O5S2V. The level of theory is ωB97M-V with the def2-TZVPD basis set.

Atoms and positions in Å:
1 V -0.2234 -0.0047 -0.0939
2 C 0.7746 2.5755 3.0823
3 C 0.2216 1.8828 1.8710
4 N 0.6211 0.7072 1.4693
5 O 1.6662 0.1064 2.1595
6 C -0.8203 2.4059 1.0754
7 C -1.5213 3.7130 1.2830
8 N -1.1670 1.6095 0.0752
9 O -2.0638 1.9151 -0.7478
10 H 1.5960 1.9879 3.4837
11 H -0.0015 2.6706 3.8413
12 H 1.1311 3.5716 2.8230
13 H 1.8252 -0.7109 1.6381
14 H -2.4455 3.5631 1.8458
15 H -1.7953 4.1083 0.3053
16 H -0.8944 4.4271 1.8067
17 S -1.7369 -1.0009 1.3559
18 C -1.0391 -2.4993 1.8710
19 C -1.7312 -3.2553 2.8120
20 C -1.2735 -4.5030 3.2145
21 C -2.0674 -5.2815 4.0740
22 N -2.7551 -5.9149 4.7433
23 C -0.0484 -4.9921 2.7021
24 C 0.6586 -4.2327 1.7786
25 C 0.1750 -3.0025 1.3366
26 S 1.0457 -2.1408 0.1204
27 C 0.4455 -6.2354 3.1311
28 N 0.8685 -7.2417 3.4901
29 H -2.6585 -2.8681 3.2053
30 H 1.5890 -4.5986 1.3669
31 C 5.6247 1.2109 -3.4150
32 O 4.5865 1.1668 -4.3623
33 C 3.3102 0.9566 -3.9086
34 C 2.3216 0.8308 -4.8998
35 C 1.0193 0.5888 -4.5440
36 C 0.6279 0.4399 -3.2012
37 C -0.6968 0.0371 -2.8149
38 C -1.8426 -0.0196 -3.7980
39 O -0.9035 -0.2912 -1.6287
40 C 1.6213 0.6362 -2.1765
41 O 1.3734 0.6485 -0.9195
42 C 2.9582 0.8675 -2.5820
43 H 6.5450 1.3427 -3.9836
44 H 5.6802 0.2813 -2.8410
45 H 5.5085 2.0479 -2.7186
46 H 2.6194 0.9011 -5.9334
47 H 0.2792 0.4878 -5.3240
48 H -1.7339 -0.8535 -4.4889
49 H -1.8885 0.9059 -4.3654
50 H -2.7655 -0.1466 -3.2357
51 H 3.6753 0.9687 -1.7811

Computed properties:
- spin multiplicity = 3
- charge = -1
- energy relative to the best compared isomer or geometry (same formula, charge and spin) (kcal/mol) = 23.3
- maximum force (eV/Å) = 6.1
- HOMO-LUMO gap (alpha / beta) (eV) = 6.85 / 6.66
- lowest unoccupied orbital energy (alpha / beta) (eV) = 2.4 / 2.0
- HOMO level (alpha / beta) (eV) = -4.449 / -4.658

---

Record 5
This record from OMol25 describes the molecule C2H4N2S2. The level of theory is ωB97M-V with the def2-TZVPD basis set.

Atoms and positions in Å:
1 C 2.0288 -0.2309 0.4869
2 S 1.0652 1.3263 -0.0839
3 N -0.4908 0.5428 -0.6384
4 N -1.6995 0.4036 -0.1707
5 C -2.7339 -0.2255 -0.0087
6 S -4.0734 -1.0001 0.2528
7 H 2.0769 -0.3713 1.5230
8 H 3.0567 -0.2826 0.0805
9 H 1.3464 -0.9882 0.0831
10 H -0.5765 0.8258 -1.5247

Computed properties:
- charge = 0
- energy relative to the best compared isomer or geometry (same formula, charge and spin) (kcal/mol) = 86.4
- maximum force (eV/Å) = 5.7
- HOMO-LUMO gap (eV) = 8.72
- structure (SMILES) = CSNN=C=S
- lowest unoccupied orbital energy (eV) = 0.4
- HOMO level (eV) = -8.326

---

Record 6
This record from OMol25 describes a structure of composition C3H3N3O3. The level of theory is ωB97M-V with the def2-TZVPD basis set.

Atoms and positions in Å:
1 C -0.6742 -0.7905 0.0468
2 C 1.1943 -0.0650 0.0859
3 C -1.7892 0.1312 0.0761
4 N -0.2599 -1.9777 -0.1374
5 N 1.8299 -1.1334 0.0219
6 N 1.5922 1.2829 0.0506
7 O 2.0071 1.5818 -1.0599
8 O 1.2827 2.0474 0.9464
9 O 1.0205 -2.2360 -0.2526
10 H -1.5450 1.0700 -0.3026
11 H -2.6252 -0.3672 -0.4876
12 H -2.0333 0.4564 1.0126

Computed properties:
- charge = 0
- energy relative to the best compared isomer or geometry (same formula, charge and spin) (kcal/mol) = 227.4
- maximum force (eV/Å) = 6.5
- HOMO-LUMO gap (eV) = 9.80
- lowest unoccupied orbital energy (eV) = -1.0
- HOMO level (eV) = -10.813

---

Question: What is the charge in the sixth record?
Answer: 0